Below is a cluster of 7 separate species, C39H69Cl14NOPSSi in total, with properties calculated with wB97M-V/def2-TZVPD.

## Properties
Net charge   +1
HOMO   -11.0 eV
LUMO level   -4.78 eV
DFT total energy   -9128.2485 hartree

Cartesian coordinates (Å):
C  -6.299897  -5.072238  2.162137
O  -5.722859  -6.416824  2.314796
C  -5.332919  -7.002784  1.013346
C  -3.876935  -6.423318  0.445401
C  -3.584939  -6.818730  -1.124541
C  -1.976015  -6.829811  -1.523872
C  -1.327821  -5.326262  -1.705263
C  0.246056  -5.212640  -1.195987
C  0.371646  -4.717469  0.392230
C  0.119121  -3.101394  0.514236
C  1.422098  -2.255215  1.095166
C  1.062619  -1.240268  2.331616
C  0.827594  0.324487  1.902626
C  0.194429  0.319252  0.378019
C  -1.391105  -0.070856  0.205125
C  -2.004141  -0.124665  -1.314379
C  -3.573393  -0.562414  -1.502152
P  -4.593381  -0.936411  0.085899
S  -3.924052  -2.437767  1.134062
C  -4.205683  -0.674500  -3.017299
Si  -6.058771  -1.225988  -3.355584
C  -6.215260  -1.513023  -5.290702
C  -6.375631  -2.992133  -2.556353
C  -7.314115  0.083362  -2.693591
C  -3.173396  -0.326515  -4.282913
C  -1.604035  0.139525  -4.078317
C  -0.959858  0.238752  -2.560889
C  0.627783  0.668047  -2.256545
C  1.640227  1.073015  -3.524358
Cl  0.898518  2.464640  -4.566920
C  3.104489  1.632107  -3.028390
C  4.169730  1.943133  -4.235269
Cl  2.755915  3.303450  -2.216132
N  1.122814  0.679277  -0.798032
H  -6.217645  -4.652170  1.060023
H  -5.677990  -4.335430  2.862296
H  -7.421991  -4.983574  2.556373
H  -6.112833  -6.809802  0.157391
H  -5.139445  -8.162008  1.217834
H  -3.058040  -6.847631  1.184847
H  -3.966374  -5.254413  0.489221
H  -4.153932  -6.120869  -1.900175
H  -4.037283  -7.907585  -1.289597
H  -1.350352  -7.392277  -0.695082
H  -1.896201  -7.415371  -2.552416
H  -1.286247  -5.132213  -2.882012
H  -2.014019  -4.466469  -1.274181
H  0.701802  -6.304227  -1.317811
H  0.783026  -4.450569  -1.935332
H  -0.547756  -5.241194  0.940852
H  1.385303  -5.035522  0.889610
H  -0.799712  -2.809484  1.203929
H  -0.113451  -2.669401  -0.558011
H  2.061000  -1.748514  0.224110
H  2.149916  -3.085169  1.549973
H  2.009188  -1.255865  3.058054
H  0.167924  -1.662499  2.995346
H  0.007339  0.764448  2.648440
H  1.834643  0.919620  1.941651
H  -1.992546  -0.290074  1.202454
H  -5.996820  -1.197406  -0.166275
H  -4.530897  0.239495  0.955579
H  -5.255039  -2.072442  -5.667854
H  -7.177523  -2.188911  -5.487576
H  -6.273264  -0.487482  -5.878711
H  -6.576455  -2.915978  -1.384349
H  -5.400432  -3.654919  -2.728317
H  -7.331666  -3.518130  -3.003279
H  -6.773314  1.139242  -2.618754
H  -8.250432  0.166994  -3.420284
H  -7.776644  -0.234395  -1.640612
H  -3.601605  -0.420311  -5.372502
H  -0.963607  0.355920  -5.037172
H  1.807388  0.090865  -4.139701
H  3.587976  0.948159  -2.209820
H  4.342024  3.104235  -4.369216
H  3.872519  1.398250  -5.243591
H  5.217997  1.495304  -3.885813
H  2.108744  0.925770  -0.520103
Cl  7.391211  2.079121  -2.943362
C  8.235328  3.394782  -3.798843
C  7.283838  4.243457  -4.627305
Cl  6.629085  3.352315  -6.023654
H  9.020257  2.948537  -4.417118
H  8.714704  4.012444  -3.033793
H  7.814781  5.112310  -5.028038
H  6.441981  4.605309  -4.029431
Cl  3.752349  2.980566  1.083562
C  3.151168  4.603100  1.509369
C  2.383840  4.604259  2.822053
Cl  0.833755  3.735880  2.696437
H  2.533996  4.964304  0.681034
H  4.027096  5.253395  1.589836
H  2.147134  5.632346  3.112568
H  2.965033  4.148040  3.629020
Cl  8.537254  7.417725  -4.934266
C  7.387938  8.629099  -4.312179
C  6.307222  8.968418  -5.326501
Cl  6.953520  9.861929  -6.725272
H  7.956780  9.516065  -4.016851
H  6.933781  8.201363  -3.413630
H  5.551987  9.610588  -4.863218
H  5.807146  8.069224  -5.698644
Cl  -10.462519  -7.603777  4.977284
C  -8.746520  -7.129082  4.904083
C  -7.938348  -8.038055  3.991637
Cl  -7.764802  -9.680160  4.659466
H  -8.351290  -7.127248  5.924525
H  -8.718556  -6.102798  4.526504
H  -6.927077  -7.637994  3.870489
H  -8.392631  -8.120385  2.999688
Cl  4.181445  5.209313  5.544190
C  5.954564  5.206849  5.367015
C  6.430067  6.224807  4.342519
Cl  5.964344  5.777222  2.682581
H  6.267608  4.192121  5.102742
H  6.370529  5.446119  6.350036
H  7.522554  6.284880  4.358580
H  6.031498  7.222302  4.550512
Cl  6.661031  5.823110  9.328275
C  5.511716  7.034484  9.950362
C  4.430999  7.373803  8.936040
Cl  5.077297  8.267315  7.537269
H  6.080557  7.921450  10.245690
H  5.057558  6.606747  10.848912
H  3.675764  8.015972  9.399323
H  3.930924  6.474609  8.563897

Cartesian forces (eV/Å) of the 2 atoms listed first:
0.250 1.491 0.711
-0.430 0.929 -2.420

=====

Below is a structure of composition C46H50BrNO7SSbZr, with properties calculated with wB97M-V/def2-TZVPD.

## Properties
Net charge   +1
Relative energy (zero: lowest compared OMol25 entry of this formula, charge and spin)   65.27 kJ/mol
HOMO   -10.1 eV
LUMO level   -2.30 eV
DFT total energy   -5623.6650 hartree

Cartesian coordinates (Å):
Zr  0.086285  -1.943879  1.120235
C  -1.853520  -4.680196  2.077717
O  -1.822326  -3.340453  1.560376
C  -3.040984  -2.842721  1.012338
C  -2.817683  -2.711213  -0.471155
O  -1.471434  -2.217873  -0.650915
C  -1.182498  -2.135866  -2.058878
C  0.309335  -2.161949  -2.289134
O  0.978315  -1.592617  -1.171698
C  2.364844  -1.422813  -1.511506
H  -2.615341  -4.740963  2.855888
H  -0.871294  -4.877168  2.493240
H  -2.073526  -5.393835  1.283927
H  -3.223699  -1.869920  1.466099
H  -3.870988  -3.513928  1.230851
H  -3.520180  -2.016190  -0.935487
H  -2.876640  -3.679193  -0.975477
H  -1.643044  -1.226602  -2.435778
H  -1.635355  -3.001317  -2.546157
H  0.527224  -1.559741  -3.176626
H  0.681175  -3.179100  -2.440230
H  2.436672  -0.730989  -2.352573
H  2.796935  -2.389512  -1.779322
H  2.881605  -1.008092  -0.658054
C  1.415962  3.115169  7.264383
C  0.890687  2.508535  5.996242
C  -0.481548  2.402219  5.771866
C  -0.969523  1.816574  4.618651
C  -0.066441  1.320914  3.687145
C  1.302296  1.426402  3.872800
C  1.768740  2.027179  5.027861
S  -0.723129  0.605103  2.229078
O  -1.495436  1.564904  1.507149
O  0.490148  0.116325  1.439443
N  -1.480656  -0.747640  2.488424
C  -1.439589  -1.406996  3.806623
C  -0.023721  -1.952715  4.003453
O  0.717538  -1.608068  4.880630
O  0.309350  -2.732668  2.968559
H  0.661279  3.727953  7.754709
H  2.292093  3.734217  7.073597
H  1.712554  2.330063  7.962732
H  -1.173697  2.792023  6.507269
H  -2.036269  1.764596  4.437075
H  1.988367  1.053592  3.125458
H  2.836107  2.122263  5.184094
H  -2.146374  -2.233934  3.762775
H  -1.689517  -0.761754  4.646265
Br  2.923151  -1.648512  1.839047
C  3.523254  -3.341112  1.180968
C  4.850099  -3.621005  1.301761
C  5.330580  -4.850715  0.813019
C  4.469307  -5.727158  0.220236
C  3.091790  -5.427068  0.089047
C  2.218938  -6.338310  -0.552276
C  0.900813  -6.031959  -0.696511
C  0.400985  -4.813946  -0.183127
C  1.173211  -3.884438  0.483176
C  2.566868  -4.202336  0.591858
H  5.524174  -2.914197  1.765792
H  6.381074  -5.087625  0.910403
H  4.831148  -6.672218  -0.165448
H  2.622009  -7.268919  -0.932104
H  0.231154  -6.720441  -1.197366
H  -0.656157  -4.622140  -0.336386
C  1.618060  3.364193  -3.879080
C  0.750320  2.302954  -4.503827
C  0.922862  2.023448  -5.861973
C  0.108744  1.130014  -6.535423
C  -0.927158  0.503897  -5.856384
C  -1.096861  0.756753  -4.505077
C  -0.264331  1.637324  -3.807844
Sb  -0.702605  1.596304  -1.687011
C  0.196906  3.291305  -0.733922
C  -0.585024  4.371961  -0.344076
C  -0.038558  5.418521  0.387392
C  1.300636  5.381559  0.737791
C  2.081619  4.294483  0.369671
C  1.545312  3.236144  -0.355653
C  2.410521  2.053270  -0.697790
C  -2.729547  2.269007  -1.820065
C  -3.635331  1.529866  -1.059479
C  -4.993365  1.812349  -1.077819
C  -5.455038  2.852316  -1.868997
C  -4.561328  3.596774  -2.623647
C  -3.194525  3.323183  -2.619257
C  -2.279665  4.158876  -3.472759
H  1.833248  4.147886  -4.605895
H  2.581119  2.969165  -3.548514
H  1.137566  3.825525  -3.018832
H  1.704249  2.544755  -6.403575
H  0.264698  0.945150  -7.590144
H  -1.605780  -0.159463  -6.377625
H  -1.938210  0.294672  -3.995456
H  -1.638630  4.399503  -0.598340
H  -0.659129  6.256023  0.678752
H  1.740041  6.195999  1.299380
H  3.128418  4.266653  0.650920
H  3.458136  2.249930  -0.467044
H  2.352454  1.797259  -1.758010
H  2.096582  1.174676  -0.130968
H  -3.266720  0.736780  -0.415883
H  -5.681617  1.236502  -0.471986
H  -6.510054  3.093138  -1.894660
H  -4.929378  4.414541  -3.232350
H  -2.765330  5.092484  -3.756064
H  -2.008098  3.630964  -4.388535
H  -1.350662  4.407281  -2.955995

Cartesian forces (eV/Å) of the 2 atoms listed first:
-0.261 -1.318 -0.258
-0.065 0.097 0.102

=====

Below is a cluster of 2 separate species, C4H6N2O2 in total, with properties calculated with wB97M-V/def2-TZVPD.

## Properties
Structure (SMILES)   CC(=O)N=C=N.C=O
Net charge   0
Relative energy (zero: lowest compared OMol25 entry of this formula, charge and spin)   356.55 kJ/mol
HOMO   -9.2 eV
LUMO level   -0.32 eV
DFT total energy   -415.9048 hartree

Cartesian coordinates (Å):
C  -0.171287  -1.524876  1.768235
C  -1.176183  -0.968300  0.786953
O  -2.335770  -1.279748  0.756136
N  -0.676522  -0.028295  -0.142698
C  0.414034  0.610440  -0.101909
N  1.454908  1.108981  0.250003
H  -0.646398  -2.284511  2.383282
H  0.674662  -1.962483  1.237580
H  0.213825  -0.729921  2.406852
H  2.248558  1.360062  -0.315065
C  -0.006930  1.470017  -2.294590
O  0.830196  0.958468  -2.986970
H  -0.821108  0.705671  -1.654338
H  -0.001987  2.564497  -2.093471

Cartesian forces (eV/Å) of the 2 atoms listed first:
-0.127 -0.093 0.009
0.014 -0.467 0.388

=====

no.,HOMO-LUMO gap (eV)
1,6.2
2,7.8
3,8.9